[1]
The following is a quantum chemistry calculation of a 15-piece molecular cluster, C60H150O30 overall, from the Open Molecules 2025 dataset.

Properties
molecular weight: 1351.83 g/mol
energy relative to the best compared isomer or geometry (same formula, charge and spin): 375.5 kJ/mol
gap between HOMO and LUMO: 0.3527 Ha
E_tot: -126054.6471 eV

The geometry in ORCA input format:
```
! wB97M-V def2-TZVPD RIJCOSX def2/J DEFGRID3
* xyz 0 1
O -2.222 1.849 0.913
O 5.083 -2.753 0.130
O -5.567 -2.566 -0.802
O 0.343 5.700 -1.811
O 3.281 0.290 7.041
O -3.189 4.374 1.952
O 1.791 1.916 -0.175
O -2.375 5.055 -6.430
O 0.926 4.159 3.820
O 3.041 7.001 -1.359
O 1.187 -5.750 3.597
O 4.411 2.528 -5.253
O -3.023 1.636 -5.768
O 3.044 -1.228 4.283
O 3.137 -4.531 -0.877
O -2.744 -0.728 4.410
O 0.048 2.832 6.618
O 0.644 4.701 -6.188
O -1.803 -3.277 -3.434
O 0.712 -0.891 0.715
O -4.436 1.101 -3.032
O -8.332 -1.945 0.568
O 6.623 1.734 3.671
O 7.316 2.912 1.018
O -2.774 -2.873 2.695
O 5.258 0.306 -3.336
O 0.790 -1.631 -3.568
O -1.031 -8.449 4.710
O -4.115 -7.181 -2.114
O -1.018 -7.489 -1.757
C 1.700 1.036 -1.302
C -0.130 5.457 -7.075
C -2.599 0.988 -0.069
C 2.188 -1.676 -3.828
C 5.853 -1.690 -0.373
C -4.363 -3.253 -1.067
C 1.563 5.030 -1.340
C -3.117 -6.466 -2.807
C -9.368 -1.006 0.560
C 5.732 1.784 2.563
C -3.891 -1.619 4.351
C -0.444 3.938 4.324
C -5.411 0.190 -2.506
C 0.071 -7.910 3.926
C 7.609 3.256 -0.294
C -3.924 2.513 -5.098
C 2.846 5.706 -1.917
C -5.912 -2.522 0.599
C 2.023 1.177 1.050
C 0.853 0.323 1.493
C -2.764 -4.159 2.035
C 2.017 -1.065 5.305
C 3.658 -2.431 0.246
C -3.428 -2.975 3.960
C -1.765 -8.429 -0.942
C -1.781 -6.297 -2.050
C -1.463 -9.717 4.240
C 4.201 7.700 -1.805
C -4.242 5.288 2.110
C 6.065 2.197 4.867
C -2.659 4.255 0.629
C 2.176 -5.560 -1.055
C -1.511 4.926 -7.545
C 5.893 -0.082 -4.480
C -0.109 6.831 -1.029
C 5.136 1.743 -3.095
C 0.364 4.889 -4.843
C -5.344 -7.117 -2.802
C 1.038 5.162 2.851
C 4.092 2.500 -3.879
C -1.658 3.097 0.528
C -0.567 2.760 5.304
C 6.463 1.808 1.208
C -1.143 -2.588 -2.322
C 1.127 -4.409 3.927
C 4.254 -1.674 4.811
C -7.024 -1.443 0.907
C 3.501 3.321 -6.067
C -3.115 6.297 -6.379
C -4.958 1.786 -4.149
C -2.388 -2.392 -4.351
C 2.152 0.202 6.162
C 0.371 -2.530 -2.557
C 2.977 -3.814 0.377
C 1.288 3.519 6.761
C -3.147 0.495 3.680
C -0.383 -1.665 1.169
C 0.453 -6.585 4.507
C 3.169 -0.582 8.193
C -1.916 1.227 -4.837
H -4.247 -3.682 4.093
H -1.189 0.665 -5.424
H -3.952 6.317 1.896
H -3.167 1.466 -0.867
H -3.253 0.254 0.402
H 4.136 8.736 -1.473
H -6.392 0.651 -2.392
H 1.433 1.535 -2.234
H 2.291 1.859 1.857
H -0.138 1.880 4.824
H 0.903 0.296 -1.227
H 1.083 -6.752 5.380
H 8.379 4.009 -0.466
H -0.635 -10.423 4.164
H -3.492 3.316 -4.501
H 3.755 5.183 -1.621
H -4.548 2.964 -5.869
H 1.992 5.139 2.325
H 4.883 1.842 -2.040
H -1.983 -4.248 1.280
H 3.953 -0.333 8.908
H 2.472 -2.657 -4.209
H -1.207 -3.325 -1.522
H 1.215 -5.059 -1.168
H 5.801 -1.627 -1.460
H 5.411 0.258 -5.396
H -6.052 -7.692 -2.206
H 3.081 2.111 -3.759
H -3.512 -2.835 -0.531
H -6.707 -0.588 0.309
H 1.494 4.028 -1.763
H 6.078 2.285 -3.177
H 3.687 3.232 -7.137
H -3.753 -4.208 1.579
H 6.869 0.402 -4.493
H -3.897 1.001 4.288
H 0.578 7.673 -0.946
H 5.074 7.273 -1.310
H -1.906 -5.681 -1.160
H -2.016 -9.645 3.303
H -1.561 -1.822 -4.774
H -1.784 0.403 -0.494
H -5.642 2.547 -3.776
H -2.029 -7.895 -0.029
H -2.132 -10.203 4.951
H -4.022 6.025 -5.839
H -1.198 3.122 -0.460
H -1.624 2.561 5.481
H 3.319 -4.384 1.241
H -0.793 3.237 1.176
H -0.391 4.199 -4.462
H 3.828 4.354 -5.946
H 6.715 3.800 -0.599
H -5.685 -6.087 -2.913
H -6.267 -3.497 0.932
H 0.413 5.360 -8.015
H -5.159 -0.183 -1.514
H -0.439 6.599 -0.016
H -1.191 -9.293 -0.605
H -2.387 1.269 3.578
H 4.980 -1.944 4.044
H 2.202 -0.519 8.693
H 0.114 -4.043 3.757
H -2.568 -8.833 -1.557
H 1.269 4.736 -4.255
H 4.006 3.529 -3.528
H -1.119 3.682 3.507
H 1.324 -4.366 4.998
H 4.659 -0.914 5.479
H -1.842 5.506 -8.406
H 2.750 -1.589 -2.898
H -5.032 -2.318 1.209
H 1.820 -1.942 5.921
H 6.003 -1.164 -4.410
H -3.439 6.800 -7.290
H -3.460 4.143 -0.102
H -4.113 -2.985 -2.094
H 4.106 -2.552 5.441
H 1.074 -0.879 4.790
H -2.701 -5.036 2.678
H 5.103 2.672 2.626
H -2.872 -2.956 -5.149
H 2.394 -0.901 -4.566
H 2.493 0.352 -1.606
H -3.450 0.348 2.644
H 0.867 -2.265 -1.623
H 1.993 3.270 5.968
H -0.243 -7.796 2.889
H 1.897 -3.741 0.501
H 0.973 0.068 2.546
H 6.754 2.092 5.705
H -4.293 -1.744 5.356
H 5.108 0.897 2.671
H 4.491 7.632 -2.853
H -3.188 -1.846 -3.852
H 2.942 0.591 1.006
H -2.109 5.151 0.340
H -2.712 -3.179 4.756
H -0.072 0.899 1.522
H -5.213 -7.575 -3.782
H -0.998 7.267 -1.486
H 5.508 -0.739 0.033
H -2.233 0.382 -4.226
H 6.895 -1.843 -0.091
H 2.153 -6.294 -0.250
H -9.332 -0.405 1.468
H -1.185 -0.996 1.479
H 3.473 -1.592 7.918
H -9.302 -0.379 -0.329
H 2.241 1.049 5.482
H -5.596 -0.646 -3.181
H 0.870 6.199 3.141
H 0.254 4.922 2.133
H 2.386 -6.061 -2.000
H -1.135 -5.596 -2.579
H 1.920 -3.861 3.419
H 2.455 3.189 -5.791
H 1.283 0.388 6.792
H 1.095 4.587 6.660
H -3.507 -5.489 -3.092
H -4.634 -1.315 3.613
H -10.353 -1.471 0.519
H 0.676 -3.559 -2.751
H -0.730 4.805 4.918
H -0.775 -2.268 0.350
H -2.532 7.001 -5.785
H 1.475 4.948 -0.256
H 3.357 -1.882 -0.645
H 5.741 3.236 4.924
H -4.398 -4.339 -0.978
H 7.068 0.910 1.090
H -6.948 -1.090 1.936
H -0.177 6.531 -6.895
H -2.995 -6.924 -3.789
H -4.620 5.365 3.129
H 7.788 2.450 -1.005
H -0.086 5.864 -4.658
H -1.538 3.877 -7.841
H 5.192 1.669 5.251
H 3.373 -1.750 1.049
H -1.453 2.086 -4.350
H 5.772 1.746 0.367
H -4.961 4.988 1.347
H -0.457 -6.068 4.812
H -1.572 -1.627 -2.038
H -5.508 1.096 -4.788
H -0.095 -2.318 1.993
H 0.922 -8.583 4.031
H 1.776 3.208 7.685
H 2.742 5.771 -3.000
*
```

***

[2]
The following is a quantum chemistry calculation of C34H57AlF4KMgN2O16S as an isolated structure, from the Open Molecules 2025 dataset.

Properties
molecular weight: 948.27 g/mol
gap between HOMO and LUMO: 0.0522 Ha
E_tot: -121950.0554 eV

The geometry in ORCA input format:
```
! wB97M-V def2-TZVPD RIJCOSX def2/J DEFGRID3
* xyz 3 1
K 2.658 -1.006 -1.109
S -8.013 -2.494 1.213
Al -2.870 2.508 -5.518
Mg 2.297 0.663 -5.391
F 4.201 -1.340 -7.540
F -1.187 4.316 -1.691
F 0.737 4.957 -0.924
F -0.302 6.176 -2.361
O -2.058 -2.788 -0.381
O 0.277 4.561 -4.527
O 6.075 0.652 -0.004
O 4.208 -5.738 2.564
O 2.502 -4.971 0.380
O 2.224 -6.753 2.142
O 6.089 1.993 1.823
O 2.624 1.915 3.541
O -2.431 -3.399 1.893
O -0.809 0.087 -5.062
O 7.462 2.435 0.107
O 4.257 3.052 5.726
O -1.161 -6.297 -1.800
O 0.797 2.860 -3.078
O 3.034 -6.624 4.251
O -1.281 -1.881 -3.962
N 0.168 -2.364 0.673
N -7.108 3.147 -1.511
C 6.983 3.011 2.266
C 3.781 1.303 4.103
C 3.136 3.823 6.137
C 3.943 1.673 5.576
C -0.726 -1.536 -2.629
C 3.081 -6.402 2.921
C -1.115 0.553 2.091
C 4.310 -6.275 4.782
C -2.191 4.713 -4.498
C 7.531 3.556 0.984
C -0.416 -4.645 -0.116
C -6.477 -1.425 1.388
C 2.940 3.047 2.738
C -5.168 -2.316 1.779
C -8.838 1.516 -1.134
C -3.890 -1.652 1.017
C -8.724 1.691 0.238
C -7.797 2.598 0.730
C -1.534 -5.529 -0.879
C -2.673 -2.713 0.884
C -7.020 3.298 -0.180
C 0.751 4.185 -3.207
C 6.503 1.607 0.588
C 0.445 -0.925 0.457
C -0.797 0.077 0.565
C -8.012 2.261 -1.960
C -0.636 -3.039 -0.356
C -0.928 4.002 -4.979
C 4.839 -5.309 3.767
C 0.567 -1.880 -5.776
C 0.997 -0.951 -7.036
C -0.545 -1.122 -4.946
C -0.019 4.894 -2.040
C -0.103 -2.818 -1.901
H -8.061 2.158 -3.039
H -9.352 1.125 0.918
H -6.263 -1.045 0.324
H 1.653 -1.563 -7.741
H -8.651 -1.922 0.103
H 4.541 -4.277 3.975
H -0.975 2.918 -4.780
H -0.326 -4.905 0.993
H -0.892 4.106 -6.072
H -6.642 -0.558 2.125
H 3.395 4.877 6.043
H 0.583 -4.896 -0.661
H 3.047 1.411 6.149
H 4.784 1.108 5.990
H -0.033 -2.627 1.641
H -9.552 0.817 -1.552
H -3.041 4.459 -5.150
H -7.681 2.759 1.794
H -2.649 -5.489 -0.645
H 2.904 3.614 7.184
H 2.257 3.621 5.517
H -1.747 -0.260 0.040
H -1.788 1.481 1.970
H 5.925 -5.353 3.676
H -2.462 4.401 -3.488
H 0.124 -2.874 -6.125
H 0.028 -0.637 -7.559
H 3.615 3.734 3.256
H 1.560 -0.034 -6.599
H -0.123 0.940 2.500
H 0.160 -0.823 -2.858
H -2.065 5.797 -4.491
H 1.044 -2.662 -1.791
H 0.988 -0.667 -0.550
H 4.676 1.562 3.534
H 2.012 3.576 2.513
H -0.253 -3.741 -2.554
H -1.601 -0.259 2.718
H -6.283 4.021 0.155
H -5.020 -2.146 2.902
H 3.636 0.220 4.028
H 7.755 2.555 2.892
H 8.558 3.908 1.085
H 4.211 -5.829 5.772
H 6.918 4.363 0.574
H 1.716 4.715 -3.183
H -3.542 -0.801 1.699
H -0.474 1.050 0.028
H 6.455 3.766 2.849
H 3.395 2.721 1.797
H 1.205 -0.592 1.294
H 1.446 -2.092 -5.064
H -1.457 -0.925 -2.013
H 4.920 -7.179 4.860
H 2.315 -5.870 0.709
H -4.171 -1.281 -0.023
H -5.310 -3.417 1.508
*
```

***

[3]
The following is a quantum chemistry calculation of C35H38O11P2S4Ti as an isolated structure, from the Open Molecules 2025 dataset.

Properties
molecular weight: 872.76 g/mol
energy relative to the best compared isomer or geometry (same formula, charge and spin): 66.2 kJ/mol
gap between HOMO and LUMO (spin up / spin down): 0.1050 / 0.2358 Ha
E_tot: -144473.3404 eV

The geometry in ORCA input format:
```
! wB97M-V def2-TZVPD RIJCOSX def2/J DEFGRID3
* xyz -2 3
Ti -0.697 -0.018 -0.621
S 1.535 0.627 -1.942
S -0.980 -1.426 1.562
S -2.331 2.397 0.283
S -1.541 0.946 -3.378
P 0.936 2.624 1.589
P 2.177 -2.318 0.555
O -2.644 0.760 -4.300
O 2.922 0.874 -1.613
O -1.400 -1.782 0.144
O -2.340 0.917 -0.090
O -1.656 2.155 -2.574
O -1.370 -0.266 -2.483
O -0.197 -2.470 2.189
O 0.589 1.478 -1.113
O 1.066 -0.755 -1.604
O -2.120 -1.015 2.350
O -0.086 -0.205 1.267
C -0.001 -6.259 -0.574
C 3.581 -2.301 -0.655
C 2.417 1.136 -4.412
C 5.587 -1.777 -2.552
C 4.744 -1.614 -0.312
C 2.492 1.657 1.605
C 0.516 -3.944 -0.967
C -0.030 0.981 -4.253
C 2.945 5.576 -0.522
C 1.984 6.573 -0.607
C -3.974 4.164 -0.955
C -3.947 2.993 -0.188
C 1.057 1.230 -6.409
C -6.388 4.171 -0.824
C 3.142 -2.802 2.066
C -5.141 2.374 0.208
C 3.445 -2.707 -1.981
C -6.343 2.967 -0.111
C -0.172 -5.096 -1.310
C -2.658 2.229 2.052
C 1.273 0.966 -3.598
C 0.862 -6.255 0.508
C 1.406 -3.932 0.108
C 2.326 1.273 -5.768
C 0.734 6.366 -0.039
C 1.424 4.172 0.723
C 1.556 -5.103 0.845
C 4.427 -2.441 -2.918
C 2.667 4.387 0.132
C 1.068 3.323 3.318
C 0.461 5.177 0.611
C 5.743 -1.371 -1.238
C -0.079 1.097 -5.634
C -7.705 4.820 -1.160
C -5.186 4.748 -1.257
H -1.059 1.095 -6.092
H 3.417 3.609 0.164
H -1.720 1.895 2.493
H 0.990 -7.151 1.106
H 6.349 -1.559 -3.290
H 6.636 -0.836 -0.936
H 2.201 7.498 -1.129
H 2.545 -3.215 -2.296
H 3.226 1.417 -6.355
H 2.420 -3.091 2.829
H 3.675 -1.925 2.430
H 0.980 1.313 -7.485
H 3.378 1.147 -3.917
H 2.210 -5.128 1.705
H 4.272 -2.731 -3.949
H -7.761 5.831 -0.749
H -3.044 4.581 -1.315
H -7.269 2.493 0.194
H 3.918 5.723 -0.975
H -5.112 1.425 0.725
H 2.030 3.811 3.488
H 2.272 0.730 2.139
H 3.858 -3.607 1.892
H -2.987 3.178 2.472
H -7.831 4.900 -2.241
H -3.389 1.436 2.176
H -5.212 5.659 -1.844
H 0.334 -3.029 -1.517
H -0.524 5.011 1.033
H 4.866 -1.234 0.694
H 3.305 2.195 2.100
H 2.778 1.381 0.591
H 0.272 4.048 3.491
H 0.948 2.509 4.034
H -0.862 -5.074 -2.144
H -0.031 7.129 -0.116
H -0.548 -7.158 -0.832
H -8.541 4.244 -0.764
*
```

***

[4]
The following is a quantum chemistry calculation of an isolated ion of composition C11H18Br2ClF3N and charge +1, from the Open Molecules 2025 dataset.

Properties
molecular weight: 416.53 g/mol
structure (SMILES): CC[C@@H](Cl)[N+]1(CC[C@](F)(Br)C(F)(F)Br)CCCC1
gap between HOMO and LUMO: 0.4083 Ha
E_tot: -173940.0741 eV

The geometry in ORCA input format:
```
! wB97M-V def2-TZVPD RIJCOSX def2/J DEFGRID3
* xyz 1 1
Br -3.600 0.092 -1.667
Br -2.259 -2.436 2.163
Cl 1.872 -0.996 -2.331
F -4.549 -1.839 0.829
F -3.459 0.021 1.396
F -3.093 -2.543 -1.147
N 0.708 0.572 -0.331
C 1.051 1.557 0.783
C 2.064 -2.459 0.545
C 0.135 2.890 0.821
C -2.686 -1.300 -0.586
C 0.136 1.491 -1.397
C -0.446 2.823 -0.678
C 1.995 -0.090 -0.727
C -3.255 -1.282 0.898
C -0.400 -0.235 0.283
C 2.671 -0.990 0.392
C -1.108 -1.266 -0.700
H -0.560 2.705 1.693
H -0.043 3.793 -1.121
H -0.042 -0.797 1.207
H 1.161 0.964 1.744
H 2.867 -3.268 0.585
H 0.881 3.690 1.087
H 2.727 0.757 -0.942
H 1.357 -2.767 -0.279
H 3.758 -1.125 0.071
H 2.711 -0.522 1.418
H -1.571 2.841 -0.504
H -0.747 -2.336 -0.551
H 1.566 -2.502 1.573
H -1.188 0.494 0.635
H 0.899 1.945 -2.104
H -0.875 -1.035 -1.793
H 2.095 2.015 0.695
H -0.774 1.138 -1.959
*
```